The following is a quantum chemistry calculation of a molecular structure, C22H15BrCoN3O2 in a non-equilibrium geometry, from the OMol25 dataset.

CARTESIAN COORDINATES (ANGSTROEM)
Br -3.702 -0.006 6.182
Co -0.952 0.006 -0.898
O 0.063 0.009 0.912
O -2.094 -0.002 0.856
N -0.707 -1.942 -1.593
N -0.701 1.947 -1.602
N 0.896 0.002 -1.799
C 0.583 -2.301 -1.787
C -1.038 0.002 1.542
C 0.288 -0.005 5.049
C -1.660 -2.867 -1.593
C 0.589 2.305 -1.797
C -1.378 -4.215 -1.770
C -1.373 4.219 -1.787
C 0.946 3.641 -1.938
C 3.592 -0.002 -2.072
C -2.199 -0.003 3.761
C 0.941 -3.637 -1.924
C -2.106 -0.005 5.152
C -0.055 -4.603 -1.912
C 2.909 1.207 -2.015
C -0.050 4.607 -1.930
C -1.654 2.871 -1.604
C 1.521 -1.170 -1.866
C -0.870 -0.006 5.805
C 0.218 -0.002 3.665
C 1.524 1.172 -1.871
C -1.025 -0.001 3.019
C 2.906 -1.208 -2.010
H 0.203 -5.647 -2.006
H 3.444 2.141 -2.077
H 1.248 -0.006 5.539
H -2.174 4.939 -1.811
H -3.160 -0.003 3.267
H -2.673 2.535 -1.448
H -0.822 -0.007 6.884
H 1.977 -3.921 -2.030
H -2.679 -2.531 -1.438
H 3.439 -2.143 -2.069
H 1.981 3.924 -2.046
H 1.112 -0.001 3.062
H 0.208 5.650 -2.029
H -2.180 -4.936 -1.792
H 4.666 -0.003 -2.183

The charge is +2. The value obtained for the HOMO energy (alpha / beta) is -13.7 / -13.7 eV. The HOMO-LUMO gap (alpha / beta) comes out at 0.24101 / 0.15420 Eh. As for the molar mass: 492.218 g mol⁻¹. The LUMO energy (alpha / beta) is -7.134 / -9.488 eV. Its spin multiplicity is 5. The max |F| is 2.70 eV Å⁻¹.